C22H33N3P2SSn | wB97M-V/def2-TZVPD

Summary:
HOMO-LUMO gap (alpha / beta)   4.73 / 3.58 eV
Charge   +2
Molar mass   552.3 g mol⁻¹
Maximum force   3.4 eV/A

Atoms and positions in Å:
C  -1.779  2.941  -3.866
C  -1.460  1.630  -3.500
C  -0.104  1.200  -3.638
C  0.982  2.194  -3.735
C  0.588  3.542  -3.578
C  -0.744  3.904  -3.865
C  2.319  1.758  -3.533
C  2.558  0.357  -3.475
C  1.402  -0.555  -3.371
C  1.569  -1.920  -2.973
C  2.857  -2.463  -2.993
C  3.967  -1.587  -3.034
C  3.777  -0.190  -3.014
H  -2.827  3.226  -4.042
H  1.353  4.296  -3.306
H  -0.966  4.930  -4.186
H  2.797  2.289  -2.636
H  2.967  -3.557  -2.921
H  4.973  -2.026  -3.110
H  4.615  0.488  -2.771
N  0.130  -0.104  -3.372
Sn  1.030  0.794  1.473
C  -2.448  0.712  -2.791
H  -2.427  -0.322  -3.167
H  -3.479  1.076  -2.847
C  0.392  -2.634  -2.316
H  -0.558  -2.493  -2.860
H  0.579  -3.708  -2.184
P  -1.983  0.605  -0.998
P  0.131  -1.884  -0.610
C  1.463  -2.767  0.310
H  1.411  -2.492  1.374
H  1.316  -3.852  0.202
H  2.449  -2.482  -0.079
C  -1.275  -2.920  -0.045
H  -0.927  -3.959  0.029
H  -1.611  -2.563  0.939
H  -2.096  -2.842  -0.767
C  -2.364  2.333  -0.491
H  -3.400  2.563  -0.770
H  -2.246  2.442  0.597
H  -1.685  3.034  -0.991
C  -3.517  -0.141  -0.320
H  -3.513  -0.085  0.778
H  -4.372  0.417  -0.723
H  -3.579  -1.192  -0.620
H  0.299  0.725  -0.016
H  2.291  1.858  2.026
C  0.189  1.503  5.752
N  0.334  1.013  4.376
C  -0.355  -0.072  3.956
S  -1.138  -0.231  2.432
N  -0.480  -1.145  4.757
C  0.488  -1.523  5.781
H  -0.512  0.871  6.311
H  -0.199  2.525  5.756
H  1.152  1.500  6.269
H  0.484  1.768  3.694
H  -0.981  -1.906  4.292
H  -0.004  -1.459  6.760
H  0.786  -2.561  5.605
H  1.376  -0.877  5.765

Cartesian forces (eV/Å) of the 6 atoms listed first:
C 0.1 -1.1 0.6
C -0.6 0.7 -0.4
C 0.9 -0.2 0.4
C -0.5 -1.0 1.2
C -1.0 1.1 -0.8
C 1.5 0.2 -0.4